[1]
Entry from the Open Molecules 2025 dataset: a 11-piece molecular cluster, C24H51BClINO42S11 overall in a non-equilibrium geometry (the ωB97M-V functional and the def2-TZVPD basis).

Positions of all 132 atoms, in Å:
O: 4.230071 2.077464 -1.128988
C: -6.520694 0.979672 9.137080
C: -0.050880 -9.509691 6.781420
O: 7.265687 4.382181 -5.516832
H: 1.258220 7.093980 -7.340304
O: -7.282254 3.731403 7.077963
C: -5.760828 1.489894 3.434585
H: 2.407554 -0.349844 -6.392425
H: -4.233119 2.963147 -4.443820
C: -2.828115 -7.976021 0.775321
H: -0.878625 0.880192 -0.625843
O: 3.505634 5.889363 -4.008783
H: -3.738017 -2.706920 2.885554
H: -1.696338 -0.167243 0.466807
H: 0.556829 -8.975594 7.505724
H: -5.917980 2.166785 4.264433
I: -0.581053 -0.107577 -3.460386
H: 1.562470 -10.912970 6.399348
O: 1.789352 -2.910441 -5.641862
O: -7.147183 1.518654 6.002217
H: 7.331988 4.502126 0.832295
C: 5.952186 4.245638 -4.933100
S: 1.912452 -3.158385 -7.198680
S: -0.176127 -9.847651 4.314190
C: 2.874476 -2.078849 -5.185039
S: -1.479513 -5.930355 0.303435
H: 1.156123 8.504526 -6.254596
O: -0.898946 4.659046 -2.538369
C: 0.453786 -0.237487 0.587961
H: -5.199768 4.855994 -2.736559
H: -2.182475 -1.597159 -1.514159
O: 2.969492 -2.002408 -7.508534
O: -4.966667 -2.027897 5.815533
O: 8.881404 2.579914 -5.826256
H: 4.788935 2.427278 -4.627637
H: 0.137458 -11.650346 7.175305
O: -4.421978 -3.966395 4.379934
H: -0.092524 -2.844760 -0.461939
O: 3.677446 7.970116 -5.313447
H: 1.780975 2.159492 -0.125060
H: 5.372639 4.121439 -0.996371
H: -4.353403 1.210584 9.005427
O: 7.504146 3.313409 -7.727786
S: 7.654616 3.077082 -6.336797
H: 6.359824 2.439213 -3.802022
S: 2.801088 7.079756 -4.314819
H: -4.475339 2.512519 -2.737110
O: -2.616904 0.126990 2.852102
O: -1.494932 -5.550095 -1.054207
C: 6.584806 5.194696 0.456302
O: -5.388282 2.208212 7.525806
S: -6.917790 2.364893 7.117517
O: -4.958471 -0.601267 2.819498
S: 3.137476 1.554205 -1.897894
S: 6.466832 7.341826 -0.805697
O: -0.635921 -7.272800 0.454222
H: -3.901835 5.313012 -3.871027
H: -5.149768 -0.060057 4.801943
H: 4.146288 -0.750022 -6.351491
C: 1.726370 1.363803 -0.865159
H: -6.669585 -0.420316 3.965691
H: -6.517620 1.662431 2.666912
C: -0.849389 -0.127161 -0.215161
H: 2.607264 -0.173655 0.338369
O: 0.935495 -9.734185 3.447083
C: -1.397064 -8.250026 1.186692
Cl: 2.596895 2.996048 -3.227334
O: 0.014476 -8.827269 5.520331
C: -3.958952 3.192030 -3.418060
C: 5.818324 2.757696 -4.694676
H: -1.089580 -9.532668 7.113822
H: 5.895771 4.837882 -4.025344
H: 5.736062 5.231260 1.140391
O: 0.673945 -2.854776 -7.817794
S: -4.148518 -3.189217 5.729586
O: -2.670640 -2.714762 5.410488
C: -5.694800 0.046567 3.870748
O: 7.162925 6.508224 0.363208
O: -1.929879 3.162337 -0.869374
H: 3.693509 7.017148 -7.143686
H: -6.444452 -0.022852 8.713299
H: -3.549380 -8.340341 1.501572
O: -2.901749 -6.544895 0.710332
H: -6.794408 0.920019 10.186015
B: -1.022937 -1.216603 -1.423742
N: -0.021609 -2.374334 -1.357611
O: -0.078875 -11.186030 5.175610
H: -1.692118 -4.300082 4.511652
H: -0.208078 -3.061156 -2.076487
H: -5.222376 2.677366 9.527819
H: -1.459482 -2.725616 3.709622
O: -4.154335 -4.126811 6.796500
H: 3.400675 8.773836 -7.192662
S: -3.862437 0.400495 2.227305
H: 0.545780 -1.188952 1.114147
C: 1.705382 -0.037916 -0.266038
O: 5.642964 6.139755 -1.443418
O: 7.478413 7.765578 -1.705873
C: 6.148573 4.881135 -0.956979
O: 3.425183 0.392675 -2.669989
C: -5.264317 1.790916 8.893072
H: -3.056075 -8.384182 -0.210882
O: -4.458149 1.736704 2.864832
O: 2.544977 -4.405800 -7.453473
C: -2.173602 -3.366846 4.216857
H: 6.996077 4.581091 -1.578073
O: -3.292712 4.869797 -1.953459
O: 2.294168 7.920094 -3.297913
C: -3.415254 -3.610732 3.396722
O: -2.550178 3.015310 -3.262861
H: 2.581961 -1.538058 -4.290981
H: 0.844176 1.525743 -1.479640
O: -4.012954 0.426242 0.823579
O: -1.504311 -9.753994 3.823612
O: 5.554598 8.271940 -0.250139
C: -4.181077 4.646185 -3.052097
H: 0.451668 0.528887 1.373929
H: -1.260482 -8.081278 2.251290
C: 1.706222 7.590037 -6.484377
O: 6.446769 2.166796 -5.852121
H: 3.727884 -2.725772 -4.972592
S: -2.006401 3.909543 -2.067692
H: -1.059299 -9.246793 0.921993
H: 5.212356 4.610173 -5.644895
C: 3.188983 7.853360 -6.656133
O: -1.097684 -5.029380 1.334012
O: -7.539196 1.707778 8.427096
H: 1.748320 -0.772996 -1.063838
C: 3.139238 -1.158029 -6.351489
C: 0.473721 -10.896948 6.469532
O: 1.644909 6.715316 -5.351867
H: -3.300211 -4.416980 2.679942

Atomic forces in eV per Å
0.223 0.595 0.222
0.083 -0.274 -0.076
-0.206 -0.069 0.129
0.033 -0.014 0.152
-0.012 -0.132 0.075
-0.124 0.116 -0.028
-0.040 0.141 -0.312
-0.019 -0.020 0.019
0.155 -0.034 -0.038
-0.019 -0.194 -0.203
-0.254 0.135 0.019
0.033 -0.116 0.081
-0.026 0.027 -0.002
0.058 -0.152 0.003
0.057 0.092 -0.107
0.182 0.039 -0.138
0.107 0.130 -0.500
-0.001 0.018 0.016
-0.092 0.160 -0.059
-0.220 -0.021 -0.069
0.107 0.097 -0.013
-0.190 -0.001 -0.127
0.100 0.128 0.076
-0.147 -0.107 0.426
0.281 -0.077 0.222
0.031 -0.162 0.109
0.019 0.015 -0.017
0.165 0.024 -0.033
-0.109 0.414 0.005
0.037 0.009 0.134
0.020 0.333 -0.405
0.121 -0.013 0.042
-0.108 -0.073 0.231
0.165 -0.019 0.021
0.006 -0.110 -0.193
-0.100 -0.060 -0.103
0.134 -0.098 0.022
-0.024 -0.074 0.002
-0.077 0.157 -0.050
0.137 0.076 0.054
-0.170 0.130 -0.116
0.018 -0.013 -0.155
0.011 -0.029 -0.157
-0.097 0.039 0.063
-0.005 -0.004 0.004
-0.061 0.020 -0.117
-0.019 0.025 0.003
0.169 0.007 -0.047
0.112 0.103 -0.153
-0.204 -0.052 0.130
0.060 -0.051 -0.022
0.117 -0.184 0.192
-0.190 -0.005 -0.105
0.450 -0.437 0.243
-0.030 -0.187 -0.019
-0.138 -0.187 -0.191
-0.017 -0.019 -0.018
0.003 0.014 0.046
0.041 -0.095 -0.114
-0.507 0.027 -0.048
0.033 -0.091 -0.098
0.015 -0.038 -0.023
0.483 -0.252 -0.279
0.023 -0.002 0.102
0.060 0.063 -0.201
-0.053 0.154 0.176
-0.196 0.241 0.074
0.208 0.024 0.010
-0.218 -0.196 0.182
0.130 -0.020 0.321
0.002 -0.019 0.000
0.123 0.050 -0.019
-0.014 0.001 -0.016
-0.158 -0.055 -0.056
0.186 0.043 -0.158
0.007 0.047 -0.110
-0.031 0.178 0.282
0.124 -0.102 -0.032
0.107 0.013 0.197
-0.020 -0.004 -0.014
0.028 0.005 -0.009
-0.025 0.137 0.052
-0.014 -0.016 0.198
-0.125 0.101 -0.022
-0.136 -0.727 1.088
0.021 0.395 -0.211
-0.059 -0.005 0.078
0.005 0.005 -0.001
-0.054 -0.127 0.088
-0.014 -0.007 0.006
-0.071 0.199 0.137
-0.057 -0.083 0.136
0.044 0.065 0.116
-0.291 0.118 0.255
-0.025 -0.182 -0.114
0.428 -0.010 0.186
-0.090 -0.045 0.151
0.108 0.124 -0.043
0.194 -0.199 -0.082
-0.190 -0.358 -0.465
-0.010 0.111 0.204
0.019 -0.001 -0.004
0.032 -0.092 0.116
0.056 -0.128 -0.077
0.151 -0.336 -0.010
0.009 0.013 0.012
-0.102 -0.044 0.034
0.033 0.100 0.162
-0.030 0.283 -0.376
0.109 0.241 -0.100
-0.306 -0.078 0.067
-0.009 -0.044 -0.256
0.035 -0.033 -0.194
-0.102 -0.103 -0.146
-0.092 0.154 -0.028
0.048 0.091 -0.190
0.035 -0.005 0.110
0.030 0.020 -0.054
-0.087 0.223 0.007
-0.146 0.077 -0.055
0.031 0.045 -0.014
-0.182 -0.065 -0.149
0.141 0.063 -0.080
-0.012 -0.009 0.008
0.061 -0.180 -0.130
-0.086 0.248 0.082
0.043 0.146 0.164
-0.223 -0.082 -0.085
-0.196 0.185 0.029
0.249 0.041 0.043
0.082 -0.120 -0.121
-0.098 -0.142 0.140

Molar mass ... 1551.54 u
Total charge ... -1
Orbital gap ... 5.65 eV
2S+1 ... 1

[2]
Entry from the Open Molecules 2025 dataset: a 2-piece molecular cluster, C4H10NPS overall in a non-equilibrium geometry (the ωB97M-V functional and the def2-TZVPD basis).

Positions of all 17 atoms, in Å:
C: 0.464500 1.440121 0.158810
H: -2.336760 -1.705072 -1.236471
N: 0.814918 0.202311 0.410815
H: 0.318296 3.399310 0.706549
H: 0.401787 -3.007597 0.805344
H: -0.698942 2.700098 -1.244252
S: -3.432682 -2.093287 -0.741226
P: 0.794277 -1.023890 -0.590615
H: 0.855187 2.022969 -1.895569
H: 1.141987 -1.848576 1.773655
H: 2.114133 -2.873082 0.614665
C: 1.229806 -2.265456 0.768275
H: -0.394850 0.879586 -1.759221
C: -0.041980 1.792691 -1.319162
H: 0.846481 2.417369 2.143700
H: -2.683544 -2.436884 0.322320
C: 0.607385 2.399381 1.082389

Atomic forces in eV per Å
-0.327 -1.159 -1.882
2.001 0.940 -1.444
-0.017 2.724 1.128
0.124 -0.465 0.470
0.379 0.063 -0.277
0.329 -1.236 -0.540
-1.508 -0.790 1.287
1.329 -3.573 -0.753
0.086 0.299 0.095
0.604 0.371 -0.301
0.380 0.379 -0.129
-2.309 -1.168 -0.068
-1.021 -0.005 -0.230
0.695 0.850 2.316
0.170 -0.862 -0.411
-0.455 -0.136 0.166
-0.461 3.768 0.574

Molar mass ... 135.17 u
Total charge ... 0
⟨S²⟩ ... 2.0291
Orbital gap (alpha / beta) ... 7.54 / 6.01 eV
2S+1 ... 3

For the records above, the corresponding energy above the lowest of the compared OMol25 structures with the same formula, charge and spin values read 0.0, 0.0 kcal/mol.